Computed, not measured: 18 unconnected molecules or ions with the total composition C164H112O44 in a non-equilibrium geometry, with ωB97M-V/def2-TZVPD.

```
320
Properties=species:S:1:pos:R:3:forces:R:3:lowdin_charge:R:1
C 26.37496 26.92786 23.41524 0.4 -0.9 1.7 -0.127
C 25.94776 25.50690 23.75839 -0.3 -0.1 -0.7 -0.092
O 24.79930 25.32660 22.90118 -0.4 -0.7 0.5 0.048
C 24.30942 26.51579 22.53885 0.5 0.3 -2.0 -0.539
O 23.37407 26.70216 21.79966 0.7 -0.3 1.5 0.146
O 25.19296 27.47543 22.91741 -0.9 1.2 -0.5 0.072
H 27.24610 27.02187 22.76578 -0.4 0.0 -0.3 0.130
H 26.60730 27.34071 24.39768 0.2 0.7 -0.3 0.113
H 25.62689 25.46287 24.80049 0.0 -0.3 -0.1 0.129
H 26.67525 24.74767 23.50262 0.0 -0.1 0.2 0.091
C 21.48617 24.45543 33.78906 4.1 -0.6 2.6 -0.154
C 22.41060 23.23819 33.29273 -1.0 0.9 0.4 -0.064
O 21.38470 22.43356 32.75106 -2.5 -0.3 -0.8 0.019
C 20.32268 23.24169 32.41169 -1.5 -1.0 -2.0 -0.502
O 19.34749 22.95014 31.72262 2.6 0.2 1.8 0.116
O 20.52684 24.49311 32.86869 -2.3 -0.1 -2.4 0.070
H 22.07592 25.36302 33.87452 -0.1 0.3 -0.5 0.129
H 21.00991 24.33252 34.76826 0.4 -0.6 0.2 0.137
H 22.94657 22.65352 34.04101 -0.1 0.3 0.1 0.126
H 23.02960 23.44312 32.41376 0.5 0.7 0.7 0.093
C 24.37144 19.79383 36.43293 0.3 0.8 0.1 -0.091
C 25.33270 19.58904 35.27944 0.6 0.2 1.4 -0.150
O 24.46497 19.03854 34.36569 -1.1 -1.1 -2.5 0.058
C 23.23119 19.53229 34.53000 -1.7 -0.4 0.0 -0.542
O 22.28088 19.39104 33.80051 1.5 0.3 0.5 0.146
O 23.14819 20.15538 35.73967 0.8 -0.1 0.2 0.054
H 24.73178 20.57331 37.09126 -0.5 0.3 0.2 0.129
H 24.19714 18.88087 37.00579 0.0 0.0 -0.1 0.135
H 26.10558 18.87581 35.54798 0.1 0.0 -0.2 0.116
H 25.78919 20.47749 34.83665 0.0 0.1 0.4 0.130
C 20.24768 20.12476 20.34791 0.6 1.2 -1.1 -0.111
C 21.76993 20.34810 20.57115 -0.6 -1.6 -1.3 -0.023
O 22.06682 19.25806 21.49592 2.5 1.3 0.8 0.060
C 20.99248 18.59630 21.85468 -0.1 -0.3 1.7 -0.612
O 20.86906 17.79726 22.75886 0.6 0.4 -1.1 0.126
O 20.02459 19.02482 21.12240 -3.9 -1.8 0.6 0.059
H 19.97108 19.81692 19.33790 0.4 0.5 -0.2 0.129
H 19.56303 20.92043 20.63687 0.2 0.2 0.2 0.126
H 22.12180 21.34096 20.84284 -0.1 -0.3 0.6 0.127
H 22.25815 19.99123 19.67120 0.3 0.6 -0.2 0.099
C 23.68702 18.28812 24.15074 -1.0 -0.2 0.4 -0.098
C 24.47167 19.16983 23.25800 0.8 -0.4 0.2 -0.136
O 25.68519 19.15922 23.99564 2.2 0.8 1.3 0.050
C 25.47412 18.98805 25.33453 0.9 0.9 0.8 -0.492
O 26.30246 19.20086 26.23623 -2.4 -0.7 -2.7 0.080
O 24.17623 18.62084 25.48639 0.6 -0.1 -0.1 0.052
H 23.89950 17.23281 23.97049 -0.2 0.0 0.1 0.136
H 22.64267 18.53726 24.06216 -0.4 -0.4 0.5 0.101
H 24.06129 20.17396 23.18138 0.1 0.1 -0.1 0.126
H 24.72449 18.74485 22.29282 -0.3 0.2 -0.1 0.119
C 15.76368 18.21249 24.92452 0.0 -2.8 0.2 -0.129
C 16.58099 19.32184 25.43807 -0.7 1.3 0.7 -0.114
O 15.72126 20.41684 25.11567 -0.6 0.9 -1.5 0.037
C 14.84346 20.06126 24.11227 -1.3 1.6 0.2 -0.513
O 14.12644 20.85123 23.52551 1.6 -1.7 0.9 0.128
O 14.79810 18.71115 23.99104 1.0 1.1 0.0 0.056
H 15.22285 17.73027 25.73104 -0.2 -0.1 0.1 0.135
H 16.41530 17.46399 24.48633 -0.3 -0.3 -0.5 0.127
H 17.56639 19.44790 24.99587 0.0 0.0 0.0 0.121
H 16.60319 19.31751 26.52300 0.6 -0.2 0.0 0.121
C 27.37670 20.84346 30.27563 0.2 -0.9 0.2 -0.101
C 28.79751 20.49745 30.40390 1.3 -0.2 -2.2 -0.167
O 29.13938 20.97905 31.64240 3.0 1.4 1.9 0.095
C 28.13410 20.84359 32.46792 -1.3 -2.4 0.8 -0.544
O 28.14254 20.69724 33.67202 0.0 1.1 -1.8 0.143
O 27.06678 20.55805 31.66451 -2.4 0.8 0.3 0.042
H 26.97076 20.10556 29.58510 -0.9 0.1 0.3 0.135
H 27.19526 21.86563 29.92221 -0.3 -0.1 0.6 0.126
H 29.42213 20.99464 29.66939 0.3 -0.2 -0.2 0.137
H 28.92649 19.40954 30.37775 0.1 0.1 -0.1 0.127
C 29.01060 21.72032 26.14843 0.2 -0.1 0.5 -0.069
C 27.71744 22.56023 26.18305 1.1 0.2 0.3 -0.090
O 28.04581 23.52310 25.17543 0.0 0.6 -1.7 0.008
C 29.06324 23.09913 24.33373 -1.3 0.1 -2.2 -0.498
O 29.26422 23.49567 23.17783 -0.4 -0.4 3.7 0.105
O 29.66628 22.06632 24.89557 0.0 -0.5 0.6 0.082
H 28.87070 20.64441 26.19556 -0.2 0.0 -0.3 0.123
H 29.67625 21.98884 26.97146 0.1 0.1 -0.2 0.121
H 27.59923 23.15876 27.08786 0.2 -0.3 0.2 0.112
H 26.77982 22.01039 26.05464 0.2 0.1 -0.7 0.117
C 21.25212 14.57294 22.74947 -0.7 -0.5 1.1 -0.047
C 21.69560 13.42127 22.03527 -0.6 2.3 1.3 -0.063
C 20.77719 12.44912 21.86797 -0.4 -1.9 -0.8 -0.042
C 19.47157 12.43376 22.39288 -0.5 0.4 0.0 -0.103
C 18.98884 13.55924 23.07228 0.6 1.7 0.8 -0.030
C 19.94553 14.64262 23.31240 -0.4 -1.2 -1.9 0.020
C 17.50022 13.68154 23.58264 0.6 0.0 0.6 -0.245
O 17.09650 14.58201 24.30404 1.0 -0.1 -0.9 0.080
C 16.58133 12.53287 23.33619 1.2 -0.2 -1.2 -0.090
C 15.21205 12.59713 23.65475 2.0 0.9 0.2 -0.017
C 14.54357 11.43798 23.75503 -1.6 -0.8 0.6 -0.078
C 15.14085 10.20764 23.51437 -0.7 -0.1 0.0 -0.063
C 16.35148 10.17866 22.90284 1.8 0.0 -0.2 -0.022
C 17.15079 11.34218 22.82475 -0.1 -0.3 -0.2 -0.044
C 18.59224 11.22869 22.24407 0.5 -2.1 -0.7 -0.213
O 19.03270 10.16806 21.72434 -1.7 3.0 1.5 0.063
H 21.92272 15.39529 22.99425 -0.1 -0.1 -0.3 0.083
H 22.69439 13.30887 21.62987 -0.1 0.2 0.0 0.110
H 21.12185 11.64121 21.23627 -0.5 -0.5 0.2 0.119
H 19.59474 15.59293 23.70752 0.1 -0.3 0.3 0.101
H 14.73664 13.50466 23.99441 0.3 0.2 -0.2 0.124
H 13.52671 11.56840 24.09262 -0.2 -0.7 0.1 0.113
H 14.69740 9.26769 23.81232 -0.4 0.1 -0.3 0.113
H 16.75324 9.22591 22.57574 0.2 0.1 0.0 0.120
C 23.27179 15.21408 27.94907 0.1 0.9 0.3 -0.051
C 23.97769 15.13151 26.77490 2.5 -0.8 -0.3 -0.040
C 25.37301 14.74201 26.83200 -0.2 -0.5 0.9 0.032
C 25.98513 14.33014 28.05004 -2.0 0.4 -0.4 -0.074
C 25.14427 14.37386 29.19413 1.2 0.4 -0.3 -0.105
C 23.90661 14.94325 29.16010 -1.4 0.1 -0.3 0.000
C 25.57637 13.89668 30.51701 -0.1 0.3 -0.1 -0.313
O 24.82064 13.89252 31.46055 -0.1 -0.1 0.3 0.117
C 26.94262 13.37453 30.61012 -0.2 0.7 0.7 -0.097
C 27.33675 12.92228 31.86401 -0.1 -0.4 0.1 0.001
C 28.50033 12.20153 32.00686 -0.4 0.7 0.6 -0.053
C 29.29861 12.08150 30.90097 1.4 -0.1 -0.5 -0.067
C 29.00915 12.71106 29.70734 0.0 -0.2 -0.3 -0.004
C 27.79935 13.37445 29.52050 0.8 -1.0 -0.6 -0.077
C 27.38487 13.78542 28.13171 -0.9 0.1 -1.1 -0.270
O 28.02209 13.62105 27.09364 -0.1 0.2 1.7 0.090
H 22.26496 15.61919 27.92658 0.0 -0.2 0.1 0.107
H 23.50309 15.34980 25.82403 0.2 0.0 0.1 0.094
H 26.06244 14.62809 25.99813 -0.6 0.3 -0.4 0.109
H 23.40650 15.12735 30.10366 -0.2 -0.3 0.0 0.113
H 26.70509 13.08103 32.72678 -0.3 0.0 -0.2 0.125
H 28.75945 11.84732 32.99589 0.2 -0.3 -0.2 0.114
H 30.23898 11.54693 30.93072 0.0 -0.1 0.2 0.110
H 29.70920 12.59632 28.89556 0.0 0.2 -0.2 0.120
C 18.27546 23.36843 26.30010 0.3 -1.3 -0.1 -0.061
C 18.52413 22.48576 27.36091 0.1 0.7 -0.1 -0.051
C 17.49100 22.09282 28.20049 0.1 -0.2 -0.1 0.012
C 16.15428 22.50398 27.97968 1.0 -0.9 -0.1 -0.059
C 15.90522 23.18298 26.77748 -0.1 0.0 -0.3 -0.075
C 16.97714 23.54214 25.92554 -1.3 0.9 0.5 -0.003
C 14.51294 23.59615 26.37504 0.0 0.8 -1.5 -0.247
O 14.28036 24.07365 25.25198 0.3 -0.9 2.2 0.077
C 13.47408 23.49252 27.44890 0.4 -1.1 1.9 -0.054
C 12.26660 24.15933 27.35316 0.0 0.6 -0.4 -0.013
C 11.36081 24.23792 28.40938 0.1 -0.9 -0.8 -0.066
C 11.58408 23.45374 29.50760 0.7 0.1 1.3 -0.069
C 12.76335 22.69692 29.67171 -0.5 0.7 -0.6 0.002
C 13.75726 22.75718 28.69416 -1.0 0.2 -1.0 -0.055
C 15.08633 22.12680 28.99369 0.4 1.3 0.4 -0.256
O 15.32551 21.61060 30.08083 -0.1 0.1 -1.6 0.095
H 19.06307 23.76190 25.66418 0.1 -0.2 0.1 0.112
H 19.55511 22.16444 27.48774 -0.2 -0.1 0.5 0.096
H 17.75289 21.43282 29.01998 -0.3 0.2 0.1 0.093
H 16.76602 24.09594 25.02418 -0.3 0.0 0.0 0.103
H 12.02072 24.72811 26.46742 0.3 -0.1 -0.3 0.119
H 10.43364 24.77960 28.27872 0.1 0.2 0.2 0.109
H 10.95406 23.57827 30.37918 -0.3 -0.4 -0.1 0.105
H 12.86101 22.13734 30.59572 0.4 0.0 -0.2 0.119
C 21.91168 24.79642 18.88578 0.9 -0.9 1.1 -0.046
C 21.58379 24.04953 17.78850 -1.3 0.1 -0.6 -0.051
C 20.24933 23.62676 17.66736 0.2 -0.1 -0.7 -0.009
C 19.30290 23.85272 18.64691 -0.8 -0.2 0.4 -0.066
C 19.71897 24.42642 19.87778 2.3 -0.7 -2.6 -0.118
C 21.03182 24.85365 19.97165 0.8 0.2 -0.1 0.013
C 18.90182 24.64914 20.99706 -2.5 1.4 1.3 -0.340
O 19.27632 25.24550 21.99007 0.3 -0.4 0.4 0.102
C 17.46181 24.33363 20.81376 -0.5 -1.4 -0.2 -0.057
C 16.61125 24.50332 21.90633 -0.4 -0.1 -0.6 0.012
C 15.26620 24.12733 21.82857 -0.4 -0.7 0.6 -0.042
C 14.77862 23.44782 20.73720 1.3 0.0 -1.4 -0.028
C 15.64937 23.28508 19.63216 -1.1 -0.1 -0.4 -0.011
C 16.96514 23.68971 19.60788 0.1 0.5 0.7 -0.067
C 17.83514 23.44174 18.39407 1.3 -0.6 -1.7 -0.203
O 17.55828 22.93466 17.27304 -0.2 1.4 3.6 0.060
H 22.94661 25.09784 19.01040 -0.1 0.3 0.1 0.106
H 22.28012 23.85964 16.97997 0.0 0.1 0.1 0.104
H 19.92764 23.16390 16.74138 -0.1 -0.1 0.1 0.117
H 21.41802 25.20435 20.92104 -0.2 0.4 -0.1 0.104
H 16.96602 24.88963 22.85230 0.3 0.2 -0.3 0.108
H 14.59745 24.21769 22.67768 0.3 0.2 0.2 0.099
H 13.79505 22.99838 20.66386 0.0 0.3 0.2 0.116
H 15.23505 22.88008 18.71534 0.1 -0.3 0.1 0.108
C 28.13650 25.33468 28.98144 0.1 1.0 1.1 -0.082
C 28.00485 26.32674 28.01106 0.6 -0.6 -2.2 -0.068
C 26.79880 26.81646 27.52211 -1.0 -0.7 2.5 0.009
C 25.66412 26.40586 28.27107 0.7 -0.1 0.0 -0.051
C 25.80641 25.48879 29.36086 0.1 -0.5 0.5 -0.051
C 27.06993 25.00979 29.80247 -0.6 0.7 -1.7 -0.006
C 24.62067 24.75439 29.95845 1.1 -0.7 0.9 -0.250
O 24.76327 23.93139 30.89788 -0.4 2.0 -2.1 0.038
C 23.36377 24.97782 29.22655 -0.7 1.4 0.5 -0.066
C 22.24790 24.28492 29.73058 1.8 -0.2 -1.1 -0.011
C 21.04828 24.36301 29.09649 -1.2 0.9 0.5 -0.031
C 20.85021 25.35383 28.10890 -0.1 -1.8 0.7 -0.027
C 21.92975 26.06407 27.65852 0.6 1.5 -0.5 -0.003
C 23.21986 26.00623 28.21130 -1.8 -2.6 1.8 -0.055
C 24.31348 26.87106 27.77121 0.5 -2.1 0.0 -0.309
O 24.16119 27.68925 26.90600 0.3 0.9 -0.3 0.128
H 29.11060 24.94170 29.23949 0.2 0.1 -0.2 0.107
H 28.87296 26.54707 27.39901 0.2 0.1 0.3 0.107
H 26.64023 27.50000 26.69562 0.4 0.0 0.1 0.107
H 27.22488 24.37013 30.66334 -0.5 -0.1 -0.2 0.114
H 22.42539 23.58357 30.53318 -0.1 0.0 -0.1 0.096
H 20.28893 23.75064 29.57962 -0.5 0.3 -0.7 0.100
H 19.86512 25.50341 27.68673 0.1 0.0 -0.1 0.107
H 21.73995 26.77538 26.86466 0.2 0.2 0.0 0.124
C 27.20862 16.16286 36.36559 0.2 -0.6 -1.0 -0.056
C 28.56304 15.92193 36.58222 -0.7 0.4 -0.1 -0.066
C 29.41312 15.86789 35.49881 0.2 0.8 -0.4 0.001
C 28.92952 16.14391 34.20774 -0.4 0.5 -0.5 -0.068
C 27.57372 16.46531 33.94754 1.7 0.0 1.7 -0.067
C 26.73122 16.38590 35.06146 -0.7 -0.2 0.6 -0.015
C 27.11889 16.81691 32.57797 -2.8 -3.0 0.2 -0.256
O 25.90073 16.72237 32.37310 1.4 1.2 0.2 0.094
C 28.05107 16.71901 31.44423 -0.5 1.0 -1.2 -0.093
C 27.45497 16.92094 30.16008 1.6 -0.5 -0.3 0.010
C 28.29010 16.94047 29.01738 0.0 -0.1 1.3 -0.059
C 29.65936 16.77363 29.22335 0.5 -0.6 1.1 -0.053
C 30.20919 16.43044 30.49747 0.1 1.4 -0.7 0.011
C 29.41896 16.45249 31.64633 -1.8 0.1 -0.3 -0.071
C 29.87856 16.12382 33.05485 0.6 0.0 -1.0 -0.274
O 31.02823 15.78102 33.17669 0.6 -0.1 0.5 0.112
H 26.55965 16.04460 37.22901 -0.3 0.3 -0.4 0.108
H 28.86668 15.84962 37.61671 0.5 -0.3 -0.1 0.107
H 30.48083 15.79920 35.65100 0.0 -0.4 -0.2 0.120
H 25.65567 16.41612 34.92414 0.0 0.4 -0.2 0.121
H 26.37959 16.97448 30.03791 0.1 0.3 0.3 0.118
H 27.92095 17.10459 28.00626 -0.2 0.0 0.3 0.112
H 30.33917 16.88659 28.38863 0.0 -0.2 0.0 0.105
H 31.29112 16.41583 30.60242 -0.2 -0.5 0.0 0.119
C 18.19856 19.70435 31.16065 1.0 1.0 1.4 -0.067
C 19.23896 19.37517 32.03100 0.7 -1.2 -1.3 -0.023
C 19.87100 18.15285 31.80471 0.0 -0.9 0.9 -0.019
C 19.47391 17.23396 30.82372 -1.0 1.1 -0.9 -0.097
C 18.45302 17.63857 29.90664 0.9 0.0 0.1 -0.057
C 17.84731 18.90474 30.10253 -0.7 -0.9 -0.1 -0.011
C 18.11076 16.76465 28.71021 -1.7 0.5 0.5 -0.239
O 17.27582 17.16843 27.90110 1.2 -0.7 0.5 0.080
C 18.66421 15.35128 28.69081 0.3 1.1 0.2 -0.066
C 18.23337 14.43332 27.74261 0.4 -0.2 -0.4 0.002
C 18.84514 13.18994 27.67694 0.2 -0.6 -0.5 -0.061
C 19.87771 12.82201 28.52128 -0.6 0.2 0.6 -0.050
C 20.20041 13.71356 29.51619 1.1 0.4 1.2 -0.032
C 19.66638 14.98060 29.62066 -0.7 0.4 -0.5 -0.085
C 20.17753 15.91880 30.69122 0.5 0.2 0.6 -0.261
O 21.12677 15.65034 31.43086 -1.2 -0.1 -1.2 0.080
H 17.77042 20.67188 31.40075 -0.6 -0.1 -0.7 0.100
H 19.66408 20.05492 32.75821 -0.3 0.0 0.1 0.102
H 20.63394 17.77806 32.47810 0.2 0.4 0.0 0.105
H 16.97223 19.25319 29.56089 0.3 -0.4 -0.5 0.108
H 17.51696 14.64522 26.95765 -0.2 0.5 0.3 0.108
H 18.53884 12.47096 26.92871 -0.2 0.1 -0.2 0.106
H 20.34015 11.84387 28.51613 0.0 0.0 -0.3 0.112
H 20.91910 13.51135 30.29908 0.3 -0.4 -0.1 0.121
C 21.81792 22.55747 23.53275 -0.2 -1.4 -0.7 -0.045
C 20.68273 21.71902 23.54264 0.9 -1.1 -1.1 -0.038
C 20.52023 20.70946 24.48642 -0.4 1.6 0.6 0.002
C 21.29876 20.77061 25.65634 0.7 -0.8 0.1 -0.101
C 22.38766 21.63534 25.67612 2.0 0.7 0.5 -0.058
C 22.73032 22.38014 24.52748 -0.3 1.4 1.5 -0.028
C 23.31221 21.87582 26.93037 -0.5 1.7 0.4 -0.180
O 24.13007 22.83102 26.95660 -1.9 -3.0 -0.2 0.049
C 22.94164 21.02417 28.16050 0.2 0.9 -1.4 -0.070
C 23.72912 21.09514 29.31187 0.9 0.5 -0.9 -0.021
C 23.67241 20.13296 30.27916 -0.4 -1.4 0.3 -0.044
C 22.75377 19.10255 30.14188 -0.7 0.5 -0.4 -0.010
C 21.82019 19.13452 29.07396 1.0 -1.2 1.0 0.022
C 21.89743 20.07410 28.04994 0.7 -1.1 0.2 -0.069
C 21.11258 19.78143 26.79063 -1.2 0.8 -0.6 -0.264
O 20.28150 18.89175 26.64064 1.3 0.6 0.8 0.103
H 22.14936 23.15448 22.68515 -0.7 0.2 0.1 0.111
H 20.12365 21.57663 22.62577 -0.5 0.7 0.1 0.091
H 19.66041 20.06200 24.39118 0.2 -0.3 0.2 0.108
H 23.56514 23.07534 24.51972 0.3 -0.5 0.3 0.113
H 24.57044 21.77621 29.38190 -0.3 0.4 -0.4 0.102
H 24.42354 19.99284 31.04703 0.0 0.6 0.1 0.109
H 22.83462 18.29477 30.86908 -0.5 0.0 -0.3 0.116
H 21.21632 18.23708 28.98171 -0.4 0.4 -0.2 0.106
C 23.51606 19.36956 17.01045 0.3 0.0 0.3 -0.055
C 23.91518 18.64676 18.12654 0.5 -0.3 -0.2 -0.062
C 24.73579 19.23750 19.08938 -0.8 -0.4 0.1 -0.020
C 25.05394 20.57354 18.98846 0.8 1.2 0.6 -0.093
C 24.71409 21.30426 17.85209 0.5 0.8 -0.6 -0.070
C 23.96928 20.66840 16.87008 -0.4 0.7 -0.6 -0.013
C 25.27722 22.73673 17.64741 -0.7 0.3 -0.2 -0.235
O 25.16769 23.40728 16.61550 -0.1 -1.7 1.6 0.078
C 25.94333 23.33210 18.86434 0.1 1.7 -0.3 -0.071
C 26.30408 24.70642 18.77470 0.3 -0.9 0.3 0.007
C 27.13536 25.26015 19.74517 -0.9 -0.4 0.0 -0.044
C 27.46291 24.52534 20.88423 -0.5 -0.7 0.3 -0.055
C 26.87261 23.26321 21.12431 1.0 0.7 -1.2 0.024
C 26.20308 22.64647 20.05915 -0.3 0.7 -0.6 -0.092
C 25.82591 21.23629 20.12738 0.2 -1.4 -0.1 -0.262
O 26.19543 20.55516 21.06167 -0.3 -0.2 0.3 0.103
H 22.90344 18.89560 16.25270 0.0 0.1 0.0 0.114
H 23.65336 17.59468 18.15777 0.0 0.1 0.3 0.113
H 25.05159 18.71585 19.98098 0.1 -0.2 -0.1 0.112
H 23.71986 21.22930 15.98063 0.0 0.1 -0.1 0.120
H 25.98428 25.30262 17.92958 0.1 -0.2 -0.1 0.117
H 27.43142 26.29620 19.64991 0.3 -0.1 0.0 0.110
H 28.18304 24.92178 21.58904 -0.2 0.0 0.2 0.091
H 27.09406 22.69500 22.01887 0.0 0.1 -0.1 0.112
C 15.70279 20.75274 13.59848 -1.8 0.0 -1.2 -0.056
C 14.37268 21.01402 13.98377 1.0 0.0 1.7 -0.041
C 14.06220 20.87072 15.34822 1.2 0.7 -0.8 0.005
C 15.06790 20.48951 16.26463 -0.9 0.4 -1.4 -0.067
C 16.38267 20.15055 15.79478 -1.3 -0.4 1.4 -0.083
C 16.65797 20.24022 14.45731 -0.3 0.2 -0.8 -0.016
C 17.36388 19.52520 16.72959 0.5 -0.5 1.3 -0.275
O 18.50909 19.21330 16.44084 -0.7 0.4 -0.5 0.085
C 16.89819 19.23916 18.14697 -2.0 0.0 -0.2 -0.074
C 17.61723 18.37674 18.98093 -0.2 0.9 0.0 -0.038
C 17.26638 18.19706 20.32643 -0.5 0.0 -1.4 -0.049
C 16.05291 18.74941 20.80612 0.2 -0.3 -0.7 -0.024
C 15.21606 19.48453 19.94379 1.4 0.0 -1.0 0.014
C 15.62277 19.71356 18.59751 0.2 0.1 0.7 -0.054
C 14.60491 20.39593 17.66155 1.5 -1.2 1.9 -0.303
O 13.50862 20.69016 18.10166 0.5 0.2 -0.9 0.090
H 15.90800 20.84506 12.53595 0.3 0.0 0.1 0.105
H 13.56255 21.41638 13.38308 0.5 -0.2 -0.5 0.106
H 13.08654 21.25276 15.62616 0.1 -0.6 0.6 0.119
H 17.54869 19.83902 14.00128 0.4 0.2 0.4 0.124
H 18.46148 17.85277 18.54000 0.1 0.2 0.2 0.119
H 17.99702 17.55653 20.81271 -0.8 0.1 0.8 0.102
H 15.66882 18.50655 21.78879 0.3 0.2 0.1 0.087
H 14.28124 19.93799 20.25942 0.1 -0.4 0.1 0.116
```
Positions in Å, forces in eV/Å.

- LUMO level (eV) = -1.650
- max |F| (eV Å⁻¹) = 4.9
- highest occupied orbital energy (eV) = -9.2
- net charge = 0